17
Properties=species:S:1:pos:R:3:forces:R:3:lowdin_charge:R:1 method="wB97M-V/def2-TZVPD" de_lowest_kcal_mol=26.6 mol_weight_da=90.222 total_charge=+1 fmax_ev_per_a=4.16 homo_energy_ev="-8.264 / -15.655" homo_lumo_gap_ev="5.1209 / 5.7822" s_squared=2.004 spin_multiplicity=3
C -1.40412 0.28323 -1.45933 0.89 3.61 1.86 -0.1612
C -1.35210 -0.58666 1.78499 -0.59 1.53 -0.56 -0.1628
C 1.01936 -0.51690 -0.12896 2.78 -2.14 -0.27 -0.1993
N 2.22805 0.32932 -0.39472 -1.76 1.00 -0.22 0.0532
Si -0.70151 0.45079 0.29692 -2.38 1.02 0.60 0.7369
H -1.81802 -0.59707 -1.71999 -0.95 -3.20 -0.87 0.0049
H -2.18293 1.07061 -1.61817 0.60 -0.24 0.37 0.0850
H -0.51552 0.57808 -1.98792 0.06 -0.02 -1.08 0.0099
H -2.31399 -1.09435 1.59785 0.62 -0.12 -0.55 0.0538
H -0.56656 -1.28703 2.05626 -0.25 0.05 0.68 0.0278
H -1.66971 0.18394 2.54219 1.02 -0.75 -0.21 0.0616
H 1.32942 -1.12624 0.69214 -0.38 -0.03 1.62 0.0645
H 0.72363 -1.23808 -0.87413 -0.43 0.54 -0.94 0.0956
H 3.09068 -0.22089 -0.25979 0.70 -0.65 -0.02 0.1178
H 2.11640 0.70117 -1.34648 0.52 0.30 -0.56 0.1036
H 2.26514 1.18882 0.28267 -0.07 -0.11 0.06 0.1090
H -0.24822 1.88126 0.53648 -0.38 -0.79 0.10 -0.0001